Entry 1:
{
  "formula": "C24H19N5O8RhSSe",
  "method": "ωB97M-V with the def2-TZVPD basis set",
  "elements": ["Rh", "O", "C", "N", "C", "O", "C", "C", "C", "C", "C", "N", "C", "C", "C", "C", "C", "N", "H", "H", "H", "H", "H", "H", "H", "H", "C", "C", "C", "C", "C", "C", "C", "S", "O", "O", "N", "C", "C", "C", "C", "C", "N", "H", "H", "H", "H", "H", "H", "H", "H", "H", "H", "H", "O", "Se", "O", "O", "O"],
  "xyz": [[-1.21670, 0.03615, 0.33544], [-4.38886, 2.27898, -0.81648], [-3.50624, 1.46686, -0.64688], [-2.54428, 1.45676, 0.33999], [-2.41022, 2.45491, 1.28366], [-3.11861, 3.42354, 1.44850], [-1.20768, 2.20041, 2.13229], [-0.69870, 3.17002, 2.98093], [0.45830, 2.90707, 3.68606], [1.07580, 1.67027, 3.53285], [0.51741, 0.75006, 2.66822], [-0.59834, 1.01174, 1.99289], [-3.32227, 0.29338, -1.55612], [-4.26232, -0.03180, -2.51786], [-4.03901, -1.13503, -3.32100], [-2.88251, -1.87886, -3.14135], [-1.98863, -1.50964, -2.15083], [-2.20813, -0.44043, -1.39137], [-1.22067, 4.11522, 3.03469], [0.89090, 3.65640, 4.33602], [1.98422, 1.42941, 4.06595], [0.95707, -0.22469, 2.49191], [-5.14102, 0.59363, -2.58701], [-4.76021, -1.42305, -4.07508], [-2.66546, -2.74590, -3.74796], [-1.08074, -2.06591, -1.97316], [4.34666, -3.61457, 2.95844], [3.66910, -2.86455, 1.84300], [3.94205, -1.51738, 1.62207], [3.31353, -0.82703, 0.59709], [2.40619, -1.49242, -0.20709], [2.12293, -2.83239, -0.01390], [2.75602, -3.51057, 1.01243], [1.69826, -0.60060, -1.56353], [0.96978, -1.51961, -2.40545], [2.79027, 0.11627, -2.18834], [0.74788, 0.50639, -0.82685], [0.37615, 1.62810, -1.54215], [0.44091, 1.74084, -2.95018], [0.05535, 2.91886, -3.55153], [-0.38486, 3.98453, -2.77607], [-0.44561, 3.78780, -1.40739], [-0.08092, 2.66311, -0.80629], [4.89268, -2.93348, 3.61082], [5.05414, -4.34719, 2.56429], [3.61189, -4.15343, 3.55821], [4.65197, -1.00738, 2.26351], [3.51716, 0.22011, 0.41163], [1.38997, -3.31947, -0.64391], [2.52132, -4.55385, 1.18693], [0.76463, 0.88497, -3.52328], [0.07038, 3.00342, -4.63183], [-0.67305, 4.92607, -3.22265], [-0.82403, 4.56784, -0.75171], [-0.95348, -3.36915, 2.44884], [-1.28361, -2.74753, 1.01531], [-2.58338, -1.71064, 1.05640], [-0.08354, -1.62860, 0.58812], [-1.41980, -3.85800, -0.12919]],
  "homo_lumo_gap_ev": [7.2334, 7.2359],
  "e_homo_ev": [-5.5, -5.5],
  "charge": -1,
  "lumo_ev": [1.71, 1.72],
  "relative_energy_kcal_mol": 39.7
}



Entry 2:
{
  "formula": "C16H9ClF9HfO3",
  "method": "ωB97M-V with the def2-TZVPD basis set",
  "elements": ["Hf", "C", "C", "C", "C", "C", "H", "H", "H", "H", "H", "F", "C", "F", "F", "C", "O", "C", "F", "F", "F", "C", "F", "F", "F", "Cl", "C", "C", "C", "C", "C", "C", "C", "O", "O", "H", "H", "H", "H"],
  "xyz": [[-0.16817, -1.22221, -0.08117], [-0.06215, -3.42123, 1.18085], [-0.49304, -3.71047, -0.12193], [0.54289, -3.33482, -1.02571], [1.63886, -2.85757, -0.26569], [1.25482, -2.88110, 1.09620], [-0.63736, -3.56096, 2.08347], [-1.46188, -4.09944, -0.39696], [0.52406, -3.44718, -2.10021], [2.58650, -2.52200, -0.65997], [1.87737, -2.59427, 1.93164], [0.60587, 3.17231, -3.06679], [0.77862, 2.55039, -1.90059], [0.00157, 3.13217, -0.98422], [2.04083, 2.67382, -1.51022], [0.41208, 1.04344, -2.03960], [0.74360, 0.36798, -0.89305], [-1.11815, 0.85059, -2.17992], [-1.29505, -0.55916, -2.15295], [-1.74577, 1.26709, -1.08505], [-1.73508, 1.31977, -3.22084], [1.15921, 0.40305, -3.25464], [1.11672, -0.94357, -3.12829], [2.43176, 0.75645, -3.27311], [0.59982, 0.72023, -4.41291], [1.76111, 3.73898, 2.87996], [0.58622, 2.51684, 2.59526], [0.99769, 1.21994, 2.33881], [0.02959, 0.25103, 2.08749], [-1.33466, 0.55912, 2.11167], [-1.72134, 1.86088, 2.40402], [-0.76719, 2.83644, 2.63650], [-2.37844, -0.45401, 1.73896], [-3.39784, -0.62924, 2.32288], [-1.99673, -1.14698, 0.63919], [2.04975, 0.97137, 2.34541], [0.41235, -0.78553, 2.07420], [-2.77495, 2.10384, 2.43622], [-1.06350, 3.85403, 2.85107]],
  "homo_lumo_gap_ev": 8.5213,
  "e_homo_ev": -12.9,
  "charge": 1,
  "lumo_ev": -4.42,
  "relative_energy_kcal_mol": 0.0
}



Entry 3:
{
  "formula": "C5H11FN2",
  "method": "ωB97M-V with the def2-TZVPD basis set",
  "elements": ["N", "C", "C", "C", "F", "C", "N", "C", "H", "H", "H", "H", "H", "H", "H", "H", "H", "H", "H"],
  "xyz": [[-0.77724, -0.36440, -1.23828], [0.30973, 0.05403, -0.29053], [-0.30933, 0.68884, 0.88094], [-1.42574, -0.16694, 1.37054], [-2.58670, 0.33885, 0.71788], [1.29711, -1.21541, -0.16599], [2.39214, -0.28908, -0.59408], [1.53064, 0.85773, -0.79755], [-1.58774, 0.21932, -1.16433], [-0.40487, -0.33087, -2.17706], [0.36439, 0.93607, 1.65926], [-0.75474, 1.66894, 0.55108], [-1.30420, -1.28161, 1.22504], [-1.62691, 0.04714, 2.39164], [1.41350, -1.67927, 0.80333], [1.13859, -2.03017, -0.95018], [3.14930, -0.19264, 0.09632], [1.77218, 1.74496, -0.18587], [1.40197, 1.11331, -1.86814]],
  "homo_lumo_gap_ev": 9.5707,
  "e_homo_ev": -8.7,
  "charge": 0,
  "lumo_ev": 0.91,
  "smiles": "NC1(CCF)CNC1",
  "relative_energy_kcal_mol": 35.8
}